Record 1
Density functional theory data (ωB97M-V with the def2-TZVPD basis set) for a cluster of 9 separate species, C7H33NO8 in total.

Relative energy (zero: lowest compared OMol25 entry of this formula, charge and spin) (kcal/mol): 27.0
HOMO level (spin up / spin down) (Eh): 0.0048 / -0.2260
Net charge: -1
Kohn-Sham gap (spin up / spin down) (eV): 2.3 / 8.5
2S+1: 2
M (g mol⁻¹): 259.34
Calculated total energy (eV): -25663.138

Last column: Mulliken spin population.
Positions of all 49 atoms, in Å:
C (-0.353, -0.803, 1.047)  0.424
C (-0.478, -2.321, 1.011)  -0.092
C (0.797, -0.154, 0.239)  -0.377
N (0.997, 1.298, 0.148)  -0.051
C (-0.042, 2.192, -0.438)  0.007
C (-1.132, 1.464, -1.229)  0.248
C (1.476, 1.838, 1.462)  0.006
C (0.465, 2.124, 2.549)  0.082
H (-1.344, -0.487, 0.724)  0.058
H (-0.207, -0.392, 2.047)  0.069
H (-0.589, -2.641, -0.025)  0.105
H (0.356, -2.825, 1.504)  -0.032
H (-1.358, -2.613, 1.586)  -0.076
H (1.760, -0.592, 0.485)  -0.047
H (0.587, -0.559, -0.753)  0.044
H (0.537, 2.785, -1.151)  0.000
H (-0.496, 2.840, 0.309)  -0.105
H (-0.761, 0.549, -1.694)  0.128
H (-1.968, 1.265, -0.577)  0.385
H (-1.368, 2.000, -2.152)  -0.382
H (2.241, 1.106, 1.724)  -0.002
H (1.964, 2.781, 1.209)  -0.001
H (-0.095, 1.328, 3.037)  -0.007
H (-0.358, 2.796, 2.308)  -0.014
H (1.046, 2.632, 3.315)  0.008
H (-2.899, -2.213, -3.421)  -0.043
H (-3.151, -1.872, -1.913)  0.063
O (-3.488, -2.356, -2.677)  0.008
H (-0.681, -4.401, -2.322)  -0.009
H (-0.541, -2.856, -2.164)  0.034
O (-0.855, -3.555, -2.742)  0.011
H (-3.721, 1.909, 1.704)  0.042
H (-3.389, 2.831, 0.546)  -0.018
O (-3.329, 2.770, 1.504)  -0.007
H (-3.463, 0.024, 0.301)  0.194
H (-4.499, -0.733, 1.024)  0.020
O (-3.656, -0.274, 1.218)  0.294
H (3.181, 1.854, -0.410)  0.007
H (3.513, 2.626, -1.661)  -0.006
O (3.932, 2.136, -0.945)  0.010
H (1.826, -0.804, 2.475)  0.006
H (1.201, -1.743, 3.495)  0.000
O (2.007, -1.597, 2.986)  -0.028
H (2.462, -2.053, -2.098)  -0.005
H (1.508, -2.448, -3.187)  -0.009
O (1.593, -2.470, -2.221)  0.038
H (3.867, 0.058, -1.395)  -0.005
H (3.239, 0.110, -2.671)  0.003
O (3.669, -0.554, -2.114)  0.021

Record 2
Density functional theory data (ωB97M-V with the def2-TZVPD basis set) for a cluster of 10 separate species, C7H34O10 in total.

Relative energy (zero: lowest compared OMol25 entry of this formula, charge and spin) (kcal/mol): 77.6
HOMO level (Eh): -0.3598
Net charge: 0
Kohn-Sham gap (eV): 9.9
M (g mol⁻¹): 278.34
Structure (SMILES): CCO.CCO.CO.CO.CO.O.O.O.O.O
Calculated total energy (eV): -28283.990

Last column: Löwdin charge in e.
Positions of all 51 atoms, in Å:
C (2.172, 3.168, -1.404)  -0.100
O (1.836, 4.187, -0.403)  -0.138
H (3.252, 3.155, -1.550)  0.074
H (1.921, 2.145, -1.125)  0.052
H (1.652, 3.409, -2.331)  0.080
H (1.912, 5.054, -0.808)  0.083
C (1.341, -2.170, 2.684)  -0.181
O (2.612, -2.481, 2.239)  -0.117
H (1.302, -1.080, 2.694)  0.071
H (0.660, -2.646, 1.979)  0.060
H (1.087, -2.512, 3.687)  0.084
H (2.652, -2.297, 1.298)  0.020
C (-2.659, 0.987, -3.011)  -0.141
O (-3.284, 0.922, -1.738)  -0.144
H (-1.724, 1.537, -2.907)  0.077
H (-2.430, -0.020, -3.358)  0.072
H (-3.301, 1.483, -3.739)  0.081
H (-2.647, 0.469, -1.181)  0.005
C (0.021, 0.971, 0.675)  -0.055
C (-1.130, -0.022, 0.890)  -0.259
O (-1.554, -0.563, -0.346)  -0.098
H (0.281, 1.246, 1.698)  0.076
H (-0.304, 1.892, 0.192)  0.064
H (0.944, 0.587, 0.238)  0.059
H (-1.984, 0.458, 1.368)  0.117
H (-0.773, -0.805, 1.558)  0.093
H (-1.786, -1.477, -0.167)  0.062
C (0.048, -4.111, -0.783)  -0.085
C (-1.453, -4.086, -0.702)  -0.304
O (-1.767, -3.372, 0.456)  -0.090
H (0.627, -3.187, -0.754)  0.056
H (0.372, -4.584, -1.710)  0.076
H (0.525, -4.763, -0.051)  0.082
H (-1.886, -5.086, -0.662)  0.121
H (-1.900, -3.520, -1.519)  0.114
H (-1.837, -4.023, 1.158)  0.103
O (3.222, -1.474, -0.333)  -0.042
H (4.000, -1.193, -0.815)  0.053
H (2.493, -1.285, -0.923)  -0.019
O (1.104, -0.906, -2.088)  -0.038
H (0.807, -1.405, -2.849)  0.061
H (0.306, -0.731, -1.589)  0.013
O (1.845, 2.369, 4.265)  -0.051
H (2.475, 1.721, 4.581)  0.028
H (1.990, 2.405, 3.320)  0.018
O (-2.922, 3.052, 0.386)  -0.034
H (-3.623, 2.909, 1.021)  0.051
H (-2.999, 2.320, -0.226)  -0.001
O (-0.507, 4.723, 1.175)  -0.066
H (-1.250, 4.320, 0.726)  -0.016
H (0.263, 4.311, 0.783)  -0.027

Record 3
Density functional theory data (ωB97M-V with the def2-TZVPD basis set) for a cluster of 12 separate species, C7H34O11 in total.

Relative energy (zero: lowest compared OMol25 entry of this formula, charge and spin) (kcal/mol): 66.5
HOMO level (Eh): -0.3498
Net charge: 0
Kohn-Sham gap (eV): 9.5
M (g mol⁻¹): 294.34
Structure (SMILES): C=CCC(=C)CC.O.O.O.O.O.O.O.O.O.O.O
Calculated total energy (eV): -30330.971

Last column: Löwdin charge in e.
Positions of all 52 atoms, in Å:
C (-0.346, 0.052, 0.257)  -0.081
C (-0.695, -0.761, -1.022)  -0.210
C (-2.077, -0.698, -1.637)  -0.323
C (-2.543, 0.129, -2.567)  0.038
C (-3.066, -1.696, -1.037)  -0.167
C (-3.023, -1.684, 0.471)  -0.191
C (-2.671, -2.715, 1.231)  0.011
H (-1.322, 0.365, 0.605)  0.033
H (0.221, -0.591, 0.913)  0.055
H (0.311, 0.876, -0.049)  0.059
H (-0.491, -1.846, -1.061)  0.075
H (0.022, -0.436, -1.790)  0.103
H (-3.462, -0.023, -3.135)  0.063
H (-2.215, 1.109, -2.928)  0.063
H (-2.758, -2.667, -1.470)  0.122
H (-4.113, -1.518, -1.314)  0.116
H (-3.262, -0.759, 1.002)  0.103
H (-2.683, -2.703, 2.315)  0.055
H (-2.608, -3.715, 0.795)  0.066
H (0.995, -2.920, -3.088)  0.029
H (-0.401, -3.350, -3.620)  0.054
O (0.073, -3.028, -2.848)  -0.033
H (3.067, 1.618, 1.372)  0.028
H (2.346, 2.969, 1.211)  0.047
O (2.816, 2.277, 0.733)  -0.035
H (-3.091, 2.052, 0.129)  0.053
H (-1.663, 2.027, -0.648)  0.015
O (-2.319, 2.531, -0.164)  -0.035
H (0.028, 0.235, 4.575)  0.025
H (-0.608, -0.773, 3.789)  0.005
O (-0.231, -0.694, 4.665)  -0.058
H (2.853, -1.631, -3.357)  0.004
H (3.249, -1.137, -1.950)  -0.002
O (3.554, -1.228, -2.857)  -0.052
H (-0.168, 2.483, 2.270)  0.013
H (-1.312, 1.793, 2.005)  -0.001
O (-0.568, 1.613, 2.594)  -0.102
H (2.392, 0.326, -0.208)  0.020
H (3.322, 1.132, -1.204)  0.057
O (2.536, 0.606, -1.110)  -0.064
H (1.617, -0.475, 2.905)  0.009
H (2.690, -1.477, 2.650)  0.035
O (2.524, -0.535, 2.577)  -0.049
H (0.970, -2.387, 0.107)  -0.003
H (2.088, -3.330, -0.075)  0.051
O (1.815, -2.608, 0.505)  -0.039
H (0.989, 2.505, -2.801)  0.041
H (1.442, 2.511, -1.371)  -0.018
O (1.027, 3.079, -2.029)  -0.053
H (-1.067, 3.843, 1.294)  0.057
H (0.120, 3.710, 0.376)  0.053
O (-0.100, 3.788, 1.315)  -0.043

Record 4
Density functional theory data (ωB97M-V with the def2-TZVPD basis set) for a cluster of 11 separate species, C7H34O11 in total.

Relative energy (zero: lowest compared OMol25 entry of this formula, charge and spin) (kcal/mol): 96.5
HOMO level (Eh): -0.3562
Net charge: 0
Kohn-Sham gap (eV): 9.7
M (g mol⁻¹): 294.34
Structure (SMILES): C/C=C/CCCCO.O.O.O.O.O.O.O.O.O.O
Calculated total energy (eV): -30329.672

Last column: Löwdin charge in e.
Positions of all 52 atoms, in Å:
C (-1.462, 1.670, -2.025)  -0.230
O (-1.972, 1.115, -0.783)  -0.099
C (-0.179, 2.514, -2.190)  -0.209
C (1.109, 1.801, -2.315)  -0.262
C (1.263, 0.497, -1.536)  -0.214
C (3.031, 0.293, 1.910)  -0.121
C (2.646, -0.040, 0.474)  -0.114
C (1.723, 0.719, -0.110)  -0.094
H (-2.276, 2.270, -2.471)  0.119
H (-1.407, 0.752, -2.586)  0.094
H (-1.503, 0.262, -0.727)  0.033
H (-0.334, 3.217, -3.068)  0.134
H (0.008, 3.258, -1.335)  0.109
H (1.906, 2.694, -2.229)  0.153
H (1.403, 1.489, -3.402)  0.135
H (2.005, -0.208, -2.162)  0.139
H (0.286, -0.017, -1.785)  0.075
H (2.590, 1.080, 2.487)  0.065
H (4.104, 0.712, 1.963)  0.111
H (3.152, -0.577, 2.448)  0.038
H (3.159, -0.931, 0.007)  0.118
H (1.162, 1.575, 0.206)  0.083
H (1.173, 0.104, 3.011)  0.076
H (-0.044, -0.443, 3.799)  -0.048
O (0.600, -0.731, 3.235)  -0.069
H (-0.689, -2.046, -1.207)  0.057
H (-1.261, -1.576, -2.499)  0.031
O (-1.469, -1.513, -1.550)  -0.079
H (0.837, -1.350, -3.050)  0.013
H (0.793, -2.538, -3.477)  -0.042
O (0.267, -1.847, -3.682)  -0.032
H (0.548, 3.570, 1.221)  -0.016
H (1.491, 3.416, -0.012)  0.005
O (1.235, 4.049, 0.697)  -0.094
H (-1.766, 2.941, 1.423)  0.122
H (-0.770, 3.860, 2.271)  0.037
O (-0.913, 2.988, 1.971)  -0.047
H (-1.138, 1.100, 2.985)  -0.009
H (-2.449, 0.772, 3.358)  0.082
O (-1.556, 0.372, 3.402)  -0.048
H (-4.010, -0.864, 1.058)  0.004
H (-3.598, -1.387, -0.416)  -0.016
O (-4.250, -1.242, 0.237)  -0.022
H (-0.748, -1.929, 2.805)  0.004
H (-1.765, -2.900, 2.132)  0.012
O (-0.940, -2.860, 2.566)  -0.046
H (2.476, -2.492, -1.201)  0.018
H (1.151, -3.414, -1.412)  0.062
O (1.838, -2.803, -1.833)  -0.086
H (-0.084, -4.124, 0.705)  0.057
H (0.897, -2.968, 0.706)  0.044
O (0.400, -3.534, 0.140)  -0.031

Record 5
Density functional theory data (ωB97M-V with the def2-TZVPD basis set) for a cluster of 13 separate species, C7H36O12 in total.

Relative energy (zero: lowest compared OMol25 entry of this formula, charge and spin) (kcal/mol): 5.9
HOMO level (Eh): -0.3302
Net charge: 0
Kohn-Sham gap (eV): 9.1
M (g mol⁻¹): 312.35
Calculated total energy (eV): -32414.500

Last column: Löwdin charge in e.
Positions of all 55 atoms, in Å:
C (-0.511, -2.945, 0.647)  -0.075
C (-0.622, -1.650, -0.152)  -0.213
C (-1.767, -0.771, 0.284)  -0.310
C (-3.028, -1.226, 0.353)  0.039
C (-0.347, 2.832, 0.418)  -0.086
C (-0.633, 1.419, 0.032)  -0.155
C (-1.481, 0.621, 0.677)  -0.088
H (0.326, -3.541, 0.267)  0.076
H (-1.420, -3.552, 0.600)  0.070
H (-0.280, -2.753, 1.696)  0.069
H (0.293, -1.059, -0.083)  0.096
H (-0.704, -1.848, -1.219)  0.078
H (-3.279, -2.255, 0.127)  0.053
H (-3.880, -0.612, 0.628)  0.066
H (0.728, 3.024, 0.453)  0.059
H (-0.761, 3.535, -0.312)  0.069
H (-0.737, 3.050, 1.410)  0.074
H (-0.082, 1.116, -0.855)  0.105
H (-2.028, 0.998, 1.532)  0.114
H (0.561, -1.412, -3.283)  0.035
H (1.379, -0.253, -4.008)  0.099
O (0.825, -0.448, -3.229)  -0.081
H (2.440, -0.446, 1.894)  0.008
H (3.537, 0.501, 1.341)  0.009
O (3.120, -0.372, 1.189)  -0.094
H (-2.977, -2.336, -2.117)  0.034
H (-2.589, -1.334, -3.200)  0.043
O (-2.688, -2.299, -3.035)  -0.052
H (3.642, 2.461, 0.617)  0.015
H (2.828, 2.720, 1.919)  0.053
O (3.618, 2.259, 1.587)  -0.080
H (-0.735, 0.239, -3.335)  0.019
H (-1.803, 0.754, -4.361)  0.075
O (-1.684, 0.493, -3.444)  -0.065
H (0.160, -3.669, -2.949)  0.065
H (-1.100, -2.846, -3.443)  0.021
O (-0.118, -2.958, -3.536)  -0.066
H (-0.609, 0.479, 4.987)  0.005
H (-0.969, 1.980, 5.090)  0.041
O (-0.259, 1.389, 4.832)  -0.084
H (2.148, -0.189, -1.969)  0.016
H (2.981, -0.237, -0.574)  0.028
O (2.984, 0.084, -1.520)  -0.093
H (0.158, -1.141, 4.210)  0.016
H (-1.359, -1.421, 3.996)  0.058
O (-0.699, -1.242, 4.682)  -0.069
H (1.103, 0.592, 3.526)  0.048
H (2.279, -0.187, 4.125)  0.102
O (1.565, -0.263, 3.468)  -0.051
H (3.336, 1.677, -1.343)  0.008
H (2.786, 3.089, -1.654)  0.047
O (3.469, 2.651, -1.135)  -0.091
H (-2.062, 1.999, -2.558)  -0.010
H (-2.763, 2.512, -1.239)  0.032
O (-2.293, 2.794, -2.032)  -0.084

Record 6
Density functional theory data (ωB97M-V with the def2-TZVPD basis set) for a cluster of 13 separate species, C7H36O13 in total.

Relative energy (zero: lowest compared OMol25 entry of this formula, charge and spin) (kcal/mol): 74.3
HOMO level (Eh): -0.3528
Net charge: 0
Kohn-Sham gap (eV): 9.3
M (g mol⁻¹): 328.35
Calculated total energy (eV): -34458.396

Last column: Löwdin charge in e.
Positions of all 56 atoms, in Å:
O (0.753, -0.277, 2.781)  0.018
C (0.771, -0.111, 1.577)  -0.203
C (-0.492, 0.010, 0.834)  -0.170
C (-0.296, 0.336, -0.625)  -0.155
C (0.773, 1.512, -0.882)  -0.164
C (0.334, 2.825, -0.238)  -0.228
C (0.194, 3.894, -1.221)  -0.215
C (-0.900, 4.139, -1.909)  0.006
H (1.722, 0.087, 1.030)  0.120
H (-1.344, 0.570, 1.299)  0.157
H (-1.051, -0.892, 1.024)  0.072
H (-0.003, -0.496, -1.305)  0.115
H (-1.164, 0.767, -1.139)  0.079
H (0.854, 1.682, -1.947)  0.063
H (1.793, 1.222, -0.705)  0.068
H (1.157, 3.136, 0.487)  0.134
H (-0.501, 2.763, 0.418)  0.100
H (1.184, 4.381, -1.354)  0.119
H (-0.955, 4.826, -2.731)  0.060
H (-1.780, 3.499, -1.673)  0.065
H (4.315, -2.372, 1.535)  0.052
H (3.361, -2.644, 0.413)  0.038
O (3.736, -1.909, 0.914)  -0.050
H (-3.620, 2.533, -3.073)  0.038
H (-2.744, 1.917, -4.043)  0.023
O (-2.818, 2.747, -3.555)  -0.072
H (3.145, -0.213, 3.902)  0.027
H (3.866, 0.353, 2.821)  0.011
O (3.996, 0.245, 3.777)  -0.063
H (-3.986, -1.597, -0.270)  0.046
H (-2.446, -1.409, 0.059)  0.001
O (-3.219, -1.040, -0.388)  -0.044
H (-2.947, -0.872, -2.872)  0.064
H (-2.250, 0.183, -2.015)  0.000
O (-2.442, -0.037, -2.954)  -0.082
H (-2.182, -0.260, 3.848)  0.040
H (-0.675, 0.100, 4.275)  0.052
O (-1.488, -0.428, 4.497)  -0.079
H (0.782, -3.815, 0.918)  0.058
H (-0.498, -3.600, 0.441)  0.046
O (0.349, -3.121, 0.391)  -0.049
H (-2.013, -2.853, 2.476)  0.015
H (-3.447, -3.176, 2.049)  0.053
O (-2.627, -2.810, 1.714)  -0.061
H (-0.174, -3.298, 4.492)  0.062
H (-0.290, -1.923, 3.647)  -0.013
O (-0.662, -2.772, 3.854)  -0.055
H (3.973, 0.452, -1.068)  0.030
H (4.125, 0.833, 0.384)  0.029
O (4.350, 1.154, -0.526)  -0.068
H (1.090, -1.879, -3.166)  0.019
H (0.804, -2.880, -2.097)  -0.009
O (1.143, -2.825, -2.993)  -0.052
H (0.575, 1.720, -3.475)  0.013
H (-0.466, 0.664, -3.616)  -0.024
O (0.334, 0.962, -4.017)  -0.036

Number 1: largest force on an atom 2.28 eV Å⁻¹. Number 2: largest force on an atom 2.21 eV Å⁻¹. Number 3: largest force on an atom 2.09 eV Å⁻¹. Number 4: largest force on an atom 5.91 eV Å⁻¹. Number 5: largest force on an atom 0.96 eV Å⁻¹. Number 6: largest force on an atom 3.20 eV Å⁻¹.